Density functional theory data (wB97M-V/def2-TZVPD) for a structure of composition C31H28AsCl2HfN7O8STe.

```
! RIJCOSX wB97M-V def2-TZVPD def2/J DEFGRID3
* xyz -2 1
Hf -0.911 -0.191 -0.312
Cl -5.071 -3.315 3.822
C -3.757 -3.048 2.697
C -3.041 -1.868 2.788
C -1.968 -1.643 1.944
N -1.213 -0.447 1.909
C -0.790 0.078 3.067
O -0.847 -0.409 4.193
C -0.213 1.467 2.893
C 0.263 2.170 3.990
C 0.654 3.484 3.807
C 0.541 4.045 2.543
C 0.068 3.255 1.509
N -0.289 1.984 1.678
C -1.582 -2.635 1.017
C -2.340 -3.796 0.897
C -3.422 -3.997 1.738
Cl -4.339 -5.478 1.580
N -0.394 -2.315 0.317
C 0.442 -3.272 -0.106
O 0.315 -4.495 -0.042
C 1.744 -2.700 -0.646
C 2.647 -3.543 -1.282
C 3.850 -3.017 -1.717
C 4.085 -1.656 -1.555
C 3.113 -0.893 -0.934
N 1.987 -1.409 -0.443
H -3.317 -1.120 3.518
H 0.295 1.669 4.947
H 1.028 4.070 4.638
H 0.801 5.080 2.359
H -0.064 3.653 0.507
H -2.073 -4.540 0.165
H 2.374 -4.581 -1.411
H 4.593 -3.656 -2.181
H 4.996 -1.194 -1.916
H 3.226 0.183 -0.824
O 0.296 -1.912 -3.284
As 0.095 -0.144 -3.273
O 1.308 0.262 -4.312
O 0.411 0.314 -1.624
C -1.619 0.447 -3.828
C -1.783 0.556 -5.207
C -2.970 0.970 -5.779
C -4.058 1.252 -4.905
C -3.970 1.178 -3.552
C -2.714 0.799 -2.861
S -3.095 -0.702 -1.728
O -1.801 -1.489 -1.794
O -4.276 -1.416 -2.095
O -3.053 -0.300 -0.267
H 0.959 -2.016 -3.980
H -0.921 0.318 -5.819
H -3.074 1.066 -6.853
H -5.016 1.539 -5.334
H -4.835 1.366 -2.928
C 5.462 1.405 1.344
C 4.257 0.882 2.108
N 3.021 1.468 1.587
C 2.979 2.229 0.415
N 1.935 2.180 -0.313
C 1.930 3.002 -1.513
C 2.643 4.328 -1.267
C 4.072 4.051 -0.832
N 4.091 3.022 0.198
C 5.253 2.880 1.050
H 5.558 0.877 0.391
H 6.373 1.244 1.925
H 4.357 1.150 3.164
H 4.218 -0.208 2.048
H 2.218 0.855 1.615
H 0.895 3.158 -1.814
H 2.414 2.455 -2.332
H 2.117 4.859 -0.465
H 2.638 4.951 -2.163
H 4.534 4.956 -0.427
H 4.666 3.732 -1.696
H 5.128 3.428 1.995
H 6.112 3.302 0.528
Te -2.013 2.288 -1.262
*
```

Values from the calculation:
Highest occupied orbital energy = -0.02770 hartree
Total energy = -6053.97212 Ha
Frontier orbital gap = 4.6 eV
Energy above the lowest of the compared OMol25 structures with the same formula, charge and spin = 382.55 kJ/mol


Density functional theory data (wB97M-V/def2-TZVPD) for a structure of composition C18H23Cl2N4O8SeY.

```
! RIJCOSX wB97M-V def2-TZVPD def2/J DEFGRID3
* xyz 0 1
Y 0.146 -1.032 0.950
O -0.622 -1.906 3.209
C -1.268 -0.927 4.009
C -0.387 0.322 4.132
N 0.006 0.772 2.789
C 1.418 1.172 2.766
C 2.263 -0.116 2.944
O 3.122 -0.187 3.798
O 1.912 -1.066 2.154
C -0.850 1.842 2.279
C -0.786 1.860 0.730
O -0.859 2.919 0.132
O -0.640 0.714 0.186
H 0.192 -2.178 3.664
H -2.207 -0.694 3.496
H -1.499 -1.340 5.000
H -0.915 1.110 4.683
H 0.515 0.057 4.693
H 1.645 1.599 1.783
H 1.669 1.908 3.542
H -1.891 1.642 2.549
H -0.562 2.830 2.664
C 1.606 -4.605 -0.742
C 1.660 -3.672 0.436
N 2.856 -3.391 0.957
O 0.621 -3.200 0.920
H 2.403 -5.343 -0.712
H 1.699 -4.002 -1.646
H 0.635 -5.092 -0.763
H 3.710 -3.672 0.509
H 2.899 -2.646 1.658
Cl -3.349 -1.449 -2.539
C -2.785 -2.703 -1.430
Cl -2.145 -4.076 -2.322
C -1.660 -2.076 -0.605
O -0.549 -1.930 -1.147
O -1.933 -1.732 0.559
H -3.628 -3.023 -0.814
C 1.827 3.160 -1.393
N 1.004 2.191 -2.060
C 1.011 0.860 -1.890
Se 2.119 -0.136 -0.787
N 0.067 0.313 -2.676
C -0.647 1.314 -3.288
C -1.746 1.301 -4.132
C -2.236 2.525 -4.549
C -1.654 3.721 -4.135
C -0.551 3.742 -3.304
C -0.047 2.520 -2.890
H 2.615 2.637 -0.851
H 1.205 3.736 -0.701
H 2.277 3.827 -2.131
H -0.195 -0.666 -2.615
H -2.202 0.374 -4.434
H -3.095 2.562 -5.200
H -2.076 4.658 -4.460
H -0.117 4.671 -2.977
*
```

Values from the calculation:
Highest occupied orbital energy = -0.29320 hartree
Total energy = -4881.14960 Ha
Frontier orbital gap = 8.5 eV
Energy above the lowest of the compared OMol25 structures with the same formula, charge and spin = 55.04 kJ/mol


Density functional theory data (wB97M-V/def2-TZVPD) for the ion C14H17Br2N2O2 with charge +1.

```
! RIJCOSX wB97M-V def2-TZVPD def2/J DEFGRID3
* xyz 1 1
C 0.613 -0.686 3.041
C -0.032 -1.117 2.143
C -0.879 -1.627 1.094
N -1.629 -0.566 0.428
C -2.752 0.062 0.941
C -3.340 -0.226 2.241
Br -4.357 -1.807 2.425
C -3.116 0.592 3.273
C -2.273 1.826 3.219
Br -3.842 0.259 4.977
C -3.183 0.953 0.028
N -2.285 0.879 -1.030
C -1.350 -0.039 -0.770
C -0.272 -0.338 -1.756
C 1.100 -0.708 -1.164
C 2.156 -0.292 -2.164
O 3.381 -0.921 -1.844
C 4.351 -0.655 -2.797
C 5.030 0.672 -2.714
O 4.632 -1.476 -3.611
H 1.149 -0.273 3.853
H -1.606 -2.302 1.538
H -0.334 -2.204 0.365
H -2.441 2.422 4.101
H -1.225 1.537 3.216
H -2.481 2.409 2.335
H -4.033 1.595 0.064
H -2.340 1.444 -1.860
H -0.143 0.560 -2.351
H -0.609 -1.117 -2.434
H 1.270 -0.237 -0.204
H 1.167 -1.785 -1.084
H 1.824 -0.639 -3.146
H 2.215 0.796 -2.210
H 5.638 0.796 -3.595
H 4.322 1.491 -2.701
H 5.675 0.722 -1.845
*
```

Values from the calculation:
Highest occupied orbital energy = -0.45421 hartree
Total energy = -5951.38890 Ha
Frontier orbital gap = 9.5 eV
SMILES = C#CCn1c(/C(Br)=C(\C)Br)c[nH+]c1CCCOC(C)=O


Density functional theory data (wB97M-V/def2-TZVPD) for an isolated molecule of C22H23NO4S2.

```
! RIJCOSX wB97M-V def2-TZVPD def2/J DEFGRID3
* xyz 0 1
C -6.425 3.527 -1.601
H -5.947 3.364 -2.575
O -6.242 2.421 -0.754
C -4.886 2.152 -0.498
C -4.801 0.938 0.427
H -5.197 1.194 1.415
H -5.367 0.109 0.000
O -3.460 0.496 0.536
C -2.684 1.101 1.460
O -3.116 1.914 2.250
C -1.296 0.654 1.361
C -0.355 1.082 2.233
N 0.950 0.665 2.095
C 1.339 -0.277 1.177
C 0.468 -0.744 0.258
C 0.838 -1.771 -0.706
O 0.045 -2.255 -1.489
C 2.296 -2.197 -0.691
C 2.885 -2.172 0.721
C 4.304 -2.634 0.721
C 4.822 -3.773 1.253
C 6.214 -3.906 1.041
C 6.736 -2.865 0.349
S 5.542 -1.700 -0.062
H 7.752 -2.701 0.049
H 6.793 -4.741 1.392
H 4.230 -4.499 1.781
C 2.756 -0.749 1.274
H 3.400 -0.083 0.689
H 3.098 -0.717 2.312
H 2.306 -2.854 1.355
H 2.853 -1.503 -1.329
H 2.374 -3.192 -1.132
C -0.941 -0.199 0.161
C -1.064 0.644 -1.084
C -1.805 0.313 -2.172
S -1.743 1.519 -3.395
C -0.700 2.488 -2.429
C -0.423 1.902 -1.239
H 0.209 2.342 -0.488
H -0.357 3.431 -2.807
H -2.379 -0.577 -2.330
H -1.640 -1.036 0.066
H 1.622 0.970 2.784
C -0.618 1.990 3.387
H 0.282 2.141 3.982
H -0.981 2.951 3.031
H -1.404 1.582 4.018
H -4.350 1.932 -1.435
H -4.401 3.017 -0.020
H -6.014 4.441 -1.156
H -7.499 3.639 -1.736
*
```

Values from the calculation:
Highest occupied orbital energy = -0.30217 hartree
Total energy = -2004.22916 Ha
Frontier orbital gap = 8.5 eV
Energy above the lowest of the compared OMol25 structures with the same formula, charge and spin = 0.00 kJ/mol
SMILES = COCCOC(=O)C1=C(C)NC2=C(C(=O)C[C@@H](c3cccs3)C2)[C@@H]1c1ccsc1